# 1
Formula: C19H67ClO18S
Source: OMol25
Level of theory: wB97M-V/def2-TZVPD

Computed properties:
2S+1	1
orbital gap	9.79	eV
LUMO level	0.30	eV
HOMO energy	-9.5	eV
total energy	-80995.4629	eV

Atoms and positions in Å:
H -5.6147 -0.5143 5.1849
H 0.3861 5.7565 -0.0691
O 5.8473 0.1501 0.3133
H 2.4413 -0.8064 2.3749
H 4.6812 -3.8171 2.8524
H -1.0164 4.6939 1.4774
H -4.2199 7.2564 3.6234
H 0.6413 -8.5762 -3.4826
O 2.2983 -5.3834 -1.3053
O -3.7138 0.0823 -3.5241
H 1.5839 -0.0567 5.8291
C -1.4201 4.7370 -2.3891
H -3.9051 6.6428 1.3902
S -0.1184 0.2414 -0.4871
H -2.8587 8.0676 1.2837
H 1.1156 2.4483 4.6206
C 2.0591 -5.6037 -2.7015
O 1.0081 0.8150 -3.7897
H -1.5395 -1.3364 -3.3754
C 5.9593 0.6487 -1.0145
H -4.5998 8.2783 1.5467
H 0.5148 2.0053 6.2328
O 2.8328 -2.9923 2.9446
O -0.1708 6.3188 0.4795
H 1.8929 8.7347 4.0307
C -3.5626 0.4606 1.3119
H 1.4465 2.8004 -4.2572
H -5.1178 -0.6091 -2.1507
H 1.8116 -8.7180 -1.4401
H -3.0153 0.0550 -2.8618
C -1.0760 -9.4791 -3.6349
H -1.1258 5.2847 -3.2824
H -2.7400 1.3350 -0.2030
H 3.5533 -4.7134 3.8846
C -4.9399 0.2371 -2.8189
H -5.7422 0.2821 -3.5533
C -0.4808 5.6261 1.6826
Cl 0.7887 2.3089 1.9473
O -0.1131 -2.8198 -3.5757
C 1.3709 1.8176 -4.7299
H 1.8447 -1.6639 0.1793
H 1.9977 -6.6705 -2.9189
O -0.6730 -0.9305 -1.1018
H 2.0232 1.2181 -0.9006
C -1.2793 -2.1521 -4.0465
O -3.4573 7.6276 3.1728
O 2.7954 -8.9374 -3.2048
H 3.4238 -9.5398 -3.6118
C 2.5138 -9.4169 -1.8931
H 3.4206 -4.8135 2.1089
C 1.3208 1.8590 5.5102
O -0.7382 1.4777 -0.8965
H -7.4394 -0.0353 3.7915
C 1.6218 0.2042 -0.8324
H 4.9548 0.9066 -1.3452
H -1.8830 5.4322 -1.6864
H -0.6813 -10.4621 -3.9111
C -6.5739 0.6195 3.9228
H 6.5801 1.5470 -1.0568
H 3.3585 -0.7646 -0.0069
C -3.7346 7.6512 1.7760
H -3.2165 1.1831 2.0572
H -4.5520 0.1155 1.6031
H 0.4290 7.0626 4.7061
H 2.2670 2.1887 5.9444
H 6.7268 -0.0857 0.6189
H -1.9925 -9.3074 -4.1960
C 3.6524 -4.1556 2.9498
O 1.3915 0.5019 5.0719
H 1.6430 -0.2561 -1.8216
H 1.9165 -3.2710 3.0269
H 0.4223 5.4104 2.2585
C 2.1783 -0.0593 1.6245
C 1.7552 7.7951 3.4893
O -3.6378 1.0602 0.0218
H 2.3429 1.5404 -5.1336
O -5.4236 -0.1050 4.3373
O -0.2396 4.1517 -1.8529
H -0.3102 -3.1445 -2.6927
H 1.5525 -5.7500 -0.8241
H 2.8996 0.7562 1.7186
H -6.8290 1.4128 4.6306
H 6.3665 -0.1034 -1.6947
O -0.1770 -8.4374 -3.9708
H 1.0675 7.9526 2.6547
H 2.0581 -10.4106 -1.9153
H -4.9380 1.1532 -2.2270
H -2.1294 -2.8341 -4.1290
H 2.8993 -5.1774 -3.2429
O -0.2292 -0.0098 1.0809
H -2.8891 -0.4000 1.3079
H 2.7161 7.4696 3.0978
H -2.1463 3.9699 -2.6734
H -1.3213 -9.4816 -2.5680
C 2.2956 -0.6675 0.2276
O 1.2811 6.7762 4.3659
H 0.4776 0.2387 2.9526
H 0.1468 1.0566 -3.4303
C 0.7888 0.5065 1.9461
H 0.6541 1.8726 -5.5532
H -1.0547 -1.7472 -5.0304
H -6.3348 1.0749 2.9642
H 3.4124 -9.4487 -1.2734
H -0.4767 3.6136 -1.0904
H -1.1235 6.2798 2.2703
H 1.1425 -5.1057 -3.0206

=====

# 2
Formula: C19H6Cl11OPd
Source: OMol25
Level of theory: wB97M-V/def2-TZVPD

Computed properties:
2S+1	1
orbital gap	7.59	eV
energy relative to the best compared isomer or geometry (same formula, charge and spin)	0.0	kcal/mol
LUMO level	2.30	eV
HOMO energy	-5.3	eV
total energy	-163077.7393	eV
charge	-1

Atoms and positions in Å:
H -4.0268 0.4732 1.9843
Pd 0.7775 -0.4493 -0.3517
C 1.2511 5.0382 0.8427
C 0.2349 2.5297 -0.1006
Cl 1.3508 -1.9924 2.4913
C -4.3312 0.6278 -0.1265
H -1.9746 -0.8958 1.7380
C 2.3785 -2.7869 -1.2557
Cl 1.8603 6.5524 1.4073
C -3.6620 0.1981 1.0038
H -2.3642 -0.7069 -2.5100
C 2.0394 3.8936 0.8882
C -3.8783 0.3023 -1.3930
C 1.5441 2.6820 0.4336
C 2.7874 -3.9025 1.2346
C -0.7918 -1.7246 -0.5447
C -0.5417 3.7251 -0.1199
Cl 3.8038 -4.7150 -2.5387
Cl -5.7678 1.6109 0.0430
Cl 3.6456 3.9852 1.5160
C 1.8091 -2.1382 -0.1580
C -0.0482 4.9335 0.3341
Cl 2.1421 -2.0978 -2.8344
H -0.7230 -2.4892 0.2285
C 2.0406 -2.7396 1.0775
Cl 2.5411 1.2564 0.5145
C 3.1276 -3.9539 -1.1452
C -2.7363 -0.4684 -1.5206
Cl -1.0458 6.3423 0.2790
Cl 4.2641 -5.9614 0.2775
C -2.5194 -0.5735 0.8578
C 3.3354 -4.5170 0.1122
Cl 3.0421 -4.5922 2.7955
O -0.2398 1.4346 -0.5373
Cl -2.1457 3.5858 -0.7308
H -0.7356 -2.2010 -1.5249
H -4.4095 0.6600 -2.2648
C -2.0339 -0.9253 -0.4028

=====

# 3
Formula: C19H76O19
Source: OMol25
Level of theory: wB97M-V/def2-TZVPD

Computed properties:
2S+1	1
orbital gap	9.53	eV
energy relative to the best compared isomer or geometry (same formula, charge and spin)	80.2	kcal/mol
LUMO level	-0.05	eV
HOMO energy	-9.6	eV
total energy	-59827.5263	eV

Atoms and positions in Å:
H 1.2200 -0.3233 -5.7446
C -1.6866 -1.2518 3.0321
H 1.2219 -0.5581 -4.0174
O 3.3908 0.7454 -0.5333
H -0.8450 -4.9635 1.7185
O -4.5607 -1.7323 4.6717
H 3.4558 0.8469 -4.0997
H -0.2667 -4.0674 -2.3481
C 0.0072 -4.9395 2.3977
H -0.1593 -0.9586 -4.9964
H 1.9297 5.5904 2.5137
H -3.9345 2.6517 -0.2170
H -0.3296 5.5394 0.0055
C 0.8018 2.8731 -2.4301
H -0.7197 0.1066 -1.1845
O -4.8251 3.0699 4.2616
H 0.9672 -4.6470 1.9722
O 4.8848 0.4069 -5.5700
H 2.9431 4.4880 1.5770
C -1.0471 -3.4316 -2.7662
H 7.3908 -0.6098 -3.0385
H -1.2588 -0.2800 3.2785
H 0.4375 -5.5232 4.1323
H 2.8621 1.4694 1.4813
H -5.3915 -0.8055 0.7763
H -2.7364 -2.6920 0.1439
H 1.5236 3.5921 -2.8174
H -0.9921 -0.5699 0.2818
H 4.9632 -0.0138 -3.5962
C -4.4077 1.7636 4.4208
H 1.7808 -2.3382 -5.9806
H 3.5646 -1.0960 1.7167
O 1.3422 -2.3601 -5.1269
O -3.5193 0.6348 0.2792
H -3.7000 1.5021 3.6340
C 7.2285 -0.5983 -1.9607
H -4.1793 -3.8133 4.9951
H 5.1568 -2.2977 -0.2263
H 6.5101 3.3846 -2.8121
H 6.9535 -2.3413 -1.5383
H -2.7567 -0.7539 -3.4414
H 1.7910 -0.1211 -0.3028
H -3.0262 -0.4938 1.8573
H -5.3744 1.5932 0.0444
O -6.3369 -0.9467 0.6867
C 4.0568 -1.9697 1.2898
H -4.4717 -1.6606 -1.7380
O -0.9496 -3.6052 -4.1791
H 4.8016 -2.0169 2.0843
H -1.1269 -1.6904 2.2059
O -4.4257 -3.1966 -0.9841
C -6.8990 -0.5269 1.9204
H -2.8476 -2.8447 5.4117
H -3.4838 0.3564 -0.6388
H -1.2173 6.6766 0.9031
H -0.1027 4.6933 2.0535
H -7.9219 -0.8671 2.0822
C -3.9369 -2.8232 5.3812
O 6.2012 4.1794 -1.0273
H -6.3583 -0.8973 2.7914
H -6.8205 0.5601 1.9384
H 1.8756 2.9072 3.2363
H -4.0583 -1.7806 -3.8195
O 1.0450 -0.7183 -0.2111
H -0.9555 -2.3992 -2.4289
H 5.6511 4.7749 -1.5415
H -5.2347 -3.5645 -0.6212
H 4.9456 1.7163 -4.0100
H -3.9581 3.4667 4.1500
H 4.5425 1.6234 0.9386
O 0.0729 -5.9762 3.3685
C -3.8313 -0.8555 -3.2897
H 5.3212 2.5210 -1.6687
H -0.1401 2.8887 -2.9785
H -4.3893 2.1041 1.3974
H 2.3401 1.6766 -1.7730
H 3.8518 -0.0716 -0.3297
H -0.2317 -4.0520 2.9836
H -5.1648 0.9808 4.3740
O 1.5856 1.6635 -2.3665
C 6.2624 3.0541 -1.8034
C -1.1391 5.6028 0.7327
H -0.1063 0.9495 0.2389
H -1.9706 -3.7732 -2.2987
H -2.0982 5.3158 0.3015
H -1.6272 -1.8532 3.9393
O 4.7084 -1.5256 0.1265
H -3.9664 -3.7237 0.9592
H 7.8353 0.2420 -1.6235
H 3.4382 -2.8650 1.2276
H 5.7936 0.0996 -5.5327
H 3.1922 4.7277 3.4003
H -4.3294 -0.2098 -4.0129
C -0.2007 -0.0273 -0.2354
C -3.4803 -3.4781 0.0150
H -0.1999 -3.1269 -4.5409
C 2.5027 4.6643 2.5584
H -4.4309 -2.8090 6.3528
H -3.9189 1.7139 5.3938
H 0.5574 3.1598 -1.4073
O -3.0432 -1.1232 2.5820
C 3.5030 1.6100 0.6109
H 7.0269 2.4344 -1.3348
C 0.9283 -1.0210 -4.9595
H 3.4021 2.6092 0.1871
O -0.9900 5.0462 1.9553
H -4.1037 -1.6404 3.8325
C -4.3513 1.8169 0.3465
C 4.5294 0.7390 -4.2543
O -4.1885 -0.7801 -1.9951
H 6.1866 -0.3089 -1.8239
O 7.7013 -1.7622 -1.3738
O 1.5215 3.6300 2.7131
H -2.9826 -4.3909 -0.3125

=====

What is the formula in the first record?
C19H67ClO18S

=====

2S+1 of number 3 (C19H76O19)?
1